# 1
{"formula": "C26H78N8O15", "method": "ωB97M-V/def2-TZVPD", "s2": 0.75, "max_force_ev_per_a": 5.5, "total_charge": -1, "spin_multiplicity": 2, "homo_lumo_gap_ha": [0.0876, 0.3056], "e_tot_ha": -2603.78665, "lumo_ev": [2.0, 2.0], "symbols": ["C", "O", "C", "C", "N", "C", "C", "O", "C", "H", "H", "H", "H", "H", "H", "H", "H", "H", "H", "H", "H", "H", "H", "H", "C", "O", "C", "C", "N", "C", "C", "O", "C", "H", "H", "H", "H", "H", "H", "H", "H", "H", "H", "H", "H", "H", "H", "H", "C", "O", "C", "C", "N", "C", "C", "O", "C", "H", "H", "H", "H", "H", "H", "H", "H", "H", "H", "H", "H", "H", "H", "H", "C", "O", "C", "C", "N", "C", "C", "O", "C", "H", "H", "H", "H", "H", "H", "H", "H", "H", "H", "H", "H", "H", "H", "H", "C", "O", "N", "N", "H", "H", "H", "H", "C", "O", "N", "N", "H", "H", "H", "H", "O", "H", "H", "O", "H", "H", "O", "H", "H", "O", "H", "H", "O", "H", "H"], "coordinates": [[-2.1915, -1.7996, 4.5552], [-2.0788, -0.8495, 5.5673], [-0.8755, -1.0328, 6.3217], [-0.8661, 0.0553, 7.4044], [-2.1105, 0.1349, 8.1244], [-2.3160, -0.5054, 9.3915], [-3.8229, -0.8192, 9.5526], [-4.0123, -1.3990, 10.8643], [-5.2494, -0.9314, 11.3716], [-2.2066, -2.8237, 4.9281], [-1.3463, -1.7644, 3.8678], [-3.1486, -1.6814, 4.0473], [0.0955, -0.9764, 5.8297], [-1.0525, -1.9388, 6.9012], [-0.6400, 1.0558, 7.0357], [-0.0211, -0.1349, 8.0661], [-2.6785, -0.2515, 7.3840], [-1.9507, 0.0822, 10.2338], [-1.6444, -1.3634, 9.4230], [-4.1966, -1.4911, 8.7799], [-4.2935, 0.1492, 9.3827], [-6.0021, -1.4732, 10.7989], [-5.3937, 0.1319, 11.1797], [-5.2982, -1.3358, 12.3826], [3.2498, 0.5035, 5.5928], [3.8608, -0.4791, 6.4097], [3.2164, -0.5950, 7.7691], [3.7746, -1.7943, 8.6162], [3.4123, -2.9460, 7.7942], [3.1026, -4.1667, 8.3528], [2.6990, -5.3679, 7.4255], [1.5823, -5.0541, 6.5275], [0.2654, -5.0635, 7.1625], [2.2032, 0.2241, 5.4713], [3.7793, 0.4655, 4.6408], [3.2800, 1.5216, 5.9809], [2.1530, -0.8329, 7.7402], [3.2985, 0.2948, 8.3933], [3.2735, -1.8016, 9.5841], [4.8281, -1.6978, 8.8790], [2.9662, -2.7059, 6.9205], [2.2652, -3.9986, 9.0299], [3.7944, -4.6247, 9.0598], [2.3853, -6.1774, 8.0846], [3.5130, -5.6682, 6.7657], [0.0468, -6.0786, 7.4940], [-0.4882, -4.6929, 6.4677], [0.2156, -4.3014, 7.9402], [4.3254, 5.3816, -2.3917], [3.4950, 6.0768, -1.3937], [2.9841, 5.3855, -0.3101], [1.6062, 4.8091, -0.5158], [0.5176, 5.8082, -0.3269], [0.3346, 6.8950, -1.3044], [-0.7553, 6.4579, -2.3769], [-0.8005, 7.7125, -3.0872], [-1.6865, 7.6836, -4.2485], [4.7033, 6.1359, -3.0819], [3.8192, 4.5273, -2.8412], [5.0901, 5.0812, -1.6753], [3.0123, 6.2230, 0.3869], [3.6260, 4.6226, 0.1305], [1.5541, 4.0850, 0.2972], [1.4499, 4.3909, -1.5102], [0.5042, 6.2092, 0.6000], [1.2109, 7.2131, -1.8692], [-0.1170, 7.7879, -0.8721], [-1.7514, 6.2493, -1.9864], [-0.1933, 5.7156, -2.9437], [-1.8371, 8.6018, -4.8163], [-2.6695, 7.5839, -3.7882], [-1.4161, 6.8067, -4.8366], [4.0956, 5.5761, 3.4623], [4.9514, 4.5272, 2.9520], [6.1719, 4.9822, 2.3254], [6.9957, 3.7349, 1.7844], [7.3216, 2.7464, 2.8308], [7.5694, 1.3572, 2.3332], [7.0384, 0.4582, 3.4435], [7.5272, -0.9094, 3.4580], [6.5554, -1.8431, 4.0673], [3.6368, 6.3131, 2.8032], [4.5975, 6.1038, 4.2733], [3.3720, 4.9563, 3.9917], [6.7113, 5.5019, 3.1173], [6.0727, 5.7530, 1.5611], [7.8927, 3.9475, 1.2029], [6.1528, 3.3627, 1.2022], [6.5486, 2.6361, 3.4713], [8.6335, 1.2039, 2.1538], [7.0985, 1.1088, 1.3820], [5.9492, 0.4684, 3.4012], [7.2263, 0.8253, 4.4525], [6.0988, -1.4885, 4.9913], [7.1498, -2.7320, 4.2786], [5.9189, -2.1862, 3.2516], [0.9895, 2.0392, 3.3922], [1.0670, 2.5371, 4.5359], [1.9466, 2.1630, 2.5031], [0.0171, 1.3169, 2.9719], [2.7502, 2.7356, 2.7185], [1.7582, 1.9236, 1.5402], [-0.0732, 1.0556, 2.0004], [-0.7680, 1.1172, 3.5751], [-1.8974, 4.3589, 6.0675], [-1.1309, 5.0576, 6.7354], [-3.1748, 4.4958, 6.2303], [-1.6012, 3.2759, 5.4534], [-3.4784, 5.1561, 6.9316], [-3.7690, 3.9995, 5.5816], [-0.6375, 3.1180, 5.1955], [-2.2485, 2.7645, 4.8707], [-0.9141, 0.6083, 0.4158], [-1.3791, 1.4450, 0.4201], [-0.2383, 0.7128, -0.2540], [1.2894, -1.0934, 1.2766], [1.4483, -0.8946, 2.1994], [0.3812, -0.8307, 1.1274], [-3.1767, 1.1161, 3.5981], [-3.8575, 0.6431, 3.1195], [-3.0536, 1.9258, 3.1026], [2.5849, 1.5562, -0.4967], [3.1334, 1.0169, 0.0729], [3.1995, 1.9605, -1.1091], [2.0727, 3.5389, 6.8152], [1.5081, 2.9412, 6.3252], [1.5886, 3.7202, 7.6208]]}


# 2
{"formula": "C3HClFN", "method": "ωB97M-V/def2-TZVPD", "e_above_lowest_kcal_mol": 10.9, "max_force_ev_per_a": 4.8, "total_charge": 0, "smiles": "N#C/C=C(/F)Cl", "homo_lumo_gap_ha": 0.4115, "e_tot_ha": -729.67758, "lumo_ev": 0.4, "symbols": ["N", "C", "C", "C", "F", "Cl", "H"], "coordinates": [[3.0183, -0.3484, 0.0203], [1.9187, -0.0785, -0.0659], [0.7219, 0.7936, 0.0288], [-0.5168, 0.4775, -0.0317], [-1.5243, 1.3967, -0.0130], [-1.2390, -1.1277, 0.0116], [0.9108, 1.8842, 0.1903]]}


# 3
{"formula": "C20H19ClN4O5S", "method": "ωB97M-V/def2-TZVPD", "e_above_lowest_kcal_mol": 62.1, "max_force_ev_per_a": 1.7, "total_charge": 0, "smiles": "COc1ccc(NC(=O)CSc2nnc(CNC(=O)COc3ccc(Cl)cc3)o2)cc1", "homo_lumo_gap_ha": 0.2990, "e_tot_ha": -2227.15036, "lumo_ev": 0.4, "symbols": ["C", "O", "C", "C", "C", "C", "N", "C", "O", "C", "S", "C", "N", "N", "C", "C", "N", "C", "O", "C", "O", "C", "C", "C", "C", "Cl", "C", "C", "O", "C", "C", "H", "H", "H", "H", "H", "H", "H", "H", "H", "H", "H", "H", "H", "H", "H", "H", "H", "H", "H"], "coordinates": [[-8.0720, -0.6796, -1.9797], [-7.0797, 0.3034, -1.8149], [-6.0169, 0.0243, -1.0074], [-5.0674, 1.0406, -0.8783], [-3.9557, 0.8623, -0.0874], [-3.7609, -0.3384, 0.5965], [-2.6084, -0.4492, 1.3853], [-2.1504, -1.5259, 2.0558], [-2.6831, -2.6110, 2.1329], [-0.8250, -1.2462, 2.7742], [0.6213, -1.3710, 1.6630], [0.5967, 0.1961, 0.9583], [-0.2977, 1.1315, 1.1028], [0.1240, 2.1869, 0.3772], [1.2404, 1.8530, -0.1692], [2.1014, 2.6742, -1.0619], [3.4979, 2.4394, -0.7682], [3.9496, 2.4011, 0.5033], [3.2575, 2.6300, 1.4693], [5.4366, 2.0473, 0.6016], [5.8663, 1.1854, -0.4264], [5.3797, -0.0971, -0.4409], [4.4841, -0.6189, 0.4846], [4.0414, -1.9248, 0.3583], [4.4912, -2.7093, -0.6887], [3.9266, -4.3346, -0.8459], [5.3911, -2.2006, -1.6143], [5.8305, -0.8995, -1.4888], [1.5998, 0.5811, 0.1464], [-4.7027, -1.3503, 0.4704], [-5.8217, -1.1705, -0.3252], [-8.8088, -0.2446, -2.6534], [-7.6653, -1.5913, -2.4295], [-8.5544, -0.9280, -1.0287], [-5.2281, 1.9640, -1.4114], [-3.2255, 1.6532, 0.0068], [-2.0108, 0.3789, 1.3777], [-0.6640, -2.0225, 3.5215], [-0.8011, -0.2579, 3.2293], [1.8306, 3.7231, -0.8977], [1.9105, 2.4118, -2.1052], [4.1265, 2.1901, -1.5156], [6.0204, 2.9646, 0.4758], [5.6436, 1.6384, 1.5970], [4.1144, -0.0264, 1.3056], [3.3398, -2.3249, 1.0730], [5.7410, -2.8187, -2.4256], [6.5303, -0.4814, -2.1950], [-4.5602, -2.2810, 0.9933], [-6.5333, -1.9770, -0.4008]]}